No. 1
6
Properties=species:S:1:pos:R:3 method="wB97M-V/def2-TZVPD" e_above_lowest_kj_mol=437.5 homo_ev=-9.69 orbital_gap_ev=8.5 charge=0
O -0.4429 0.2587 -1.7390
F -0.1251 0.0555 2.3510
Si -0.1659 -1.1379 1.1196
H -0.7554 0.2410 -0.8474
H 0.5026 0.9837 -1.3827
H 0.9868 -0.4010 0.4985

***

No. 2
6
Properties=species:S:1:pos:R:3 method="wB97M-V/def2-TZVPD" e_above_lowest_kj_mol=1029.4 homo_ev="-12.49 / -7.21" orbital_gap_ev="12.0 / 4.6" charge=0
O 3.2179 0.4690 0.6682
F 1.9058 0.4457 0.2254
Si -1.2674 -0.2129 -0.2243
H -2.1800 -1.2898 0.1447
H -0.7747 -0.1840 -1.5849
H -0.9015 0.7719 0.7708

***

No. 3
6
Properties=species:S:1:pos:R:3 method="wB97M-V/def2-TZVPD" e_above_lowest_kj_mol=0.0 homo_ev="-7.10 / -9.25" orbital_gap_ev="7.9 / 6.4" charge=0 multiplicity=3
F -2.3869 -1.4410 -0.0234
P 1.9898 1.2437 -0.6511
P 0.9331 -0.0617 0.4862
H 1.0456 2.4405 -0.1858
H -3.1758 -0.9905 0.3822
H 1.5941 -1.1910 -0.0081

***

No. 4
5
Properties=species:S:1:pos:R:3 method="wB97M-V/def2-TZVPD" e_above_lowest_kj_mol=10.2 homo_ev=-10.58 orbital_gap_ev=11.3 charge=0 smiles=F.S
H -1.0688 0.2224 0.2596
H 0.7418 1.0131 0.7167
H 0.8882 -0.9202 0.8704
F -1.9178 -0.0237 -0.0338
S 1.0437 -0.0064 -0.0964

***

No. 5
8
Properties=species:S:1:pos:R:3 method="wB97M-V/def2-TZVPD" e_above_lowest_kj_mol=302.5 homo_ev="-8.40 / -8.05" orbital_gap_ev="7.5 / 6.8" charge=0
F 2.3981 -0.1557 -1.5934
Si -1.3554 -0.6331 1.5672
Si 1.1489 0.9029 -1.6748
H -0.4999 -1.6432 1.1051
H -1.1146 -0.4051 3.1332
H -2.7789 -1.0245 1.5420
H 1.3019 2.2246 -0.9359
H 0.8999 0.7341 -3.1433

***

No. 6
7
Properties=species:S:1:pos:R:3 method="wB97M-V/def2-TZVPD" e_above_lowest_kj_mol=0.0 homo_ev=-10.76 orbital_gap_ev=11.0 charge=0
N 1.1130 0.5530 -2.1370
N 0.0513 0.2716 -2.0041
O 2.2234 0.8340 -2.2676
O -1.4657 -1.5061 1.0005
F -0.6714 0.8871 1.0444
S -0.4016 -0.7020 1.5130
H -0.8489 -0.3377 2.8507

***

No. 7
6
Properties=species:S:1:pos:R:3 method="wB97M-V/def2-TZVPD" e_above_lowest_kj_mol=21.4 homo_ev=-4.52 orbital_gap_ev=8.8 charge=-1 smiles="N=[S@@](=O)([O-])F"
N 0.8465 0.7986 -0.0727
O -0.3254 -1.3966 -0.7558
O -0.5620 -0.5074 1.5696
F -1.4231 0.7988 -0.1877
S -0.1660 -0.2958 0.1963
H 1.6300 0.6025 -0.7497

***

No. 8
9
Properties=species:S:1:pos:R:3 method="wB97M-V/def2-TZVPD" e_above_lowest_kj_mol=328.6 homo_ev=-4.60 orbital_gap_ev=8.3 charge=-1
N -0.8604 -0.1099 -0.8704
O -2.1783 1.7856 0.3144
O 0.2648 1.0961 0.7148
O 2.3661 0.3071 -0.2621
O -0.1740 -1.1673 -0.2731
F 1.9637 -1.9378 0.5261
S -1.2855 0.6867 0.6523
S 1.4360 -0.2555 0.6606
H -1.5324 -0.4049 -1.4628